{"formula": "C30H26CuINO2Te", "method": "the ωB97M-V functional and the def2-TZVPD basis", "max_force_ha_per_bohr": 0.003, "total_energy_ha": -3570.2792, "e_lumo_ev": 2.40, "multiplicity": 1, "charge": -1, "species": ["Cu", "C", "C", "C", "C", "C", "O", "C", "C", "C", "C", "C", "C", "C", "O", "C", "C", "C", "N", "C", "C", "Te", "C", "C", "C", "C", "C", "C", "C", "C", "C", "C", "C", "C", "H", "H", "H", "H", "H", "H", "H", "H", "H", "H", "H", "H", "H", "H", "H", "H", "H", "H", "H", "H", "H", "H", "H", "H", "I", "C", "H", "H"], "xyz": [[0.161283, 2.948483, 1.198969], [0.617731, -3.953049, 0.819023], [0.746832, -2.470825, 0.581238], [1.967461, -1.882171, 0.261949], [2.085499, -0.523391, 0.045873], [3.389561, 0.006264, -0.438822], [3.504730, 0.552934, -1.516566], [4.607934, -0.224920, 0.414878], [4.501150, -0.481428, 1.777624], [5.643963, -0.652841, 2.546706], [6.896192, -0.579910, 1.954935], [7.007644, -0.322528, 0.593330], [5.867972, -0.138600, -0.170570], [0.984482, 0.376177, 0.212343], [1.197132, 1.631607, 0.129585], [-0.287036, -0.245447, 0.469107], [-0.350084, -1.629957, 0.657584], [-1.542934, 0.521813, 0.501003], [-1.566008, 1.796134, 0.368640], [-2.822319, 2.531664, 0.350127], [-3.438084, 2.618920, -1.038511], [-2.143731, 3.384328, -2.568975], [-1.343145, 1.498924, -3.088044], [-0.035603, 1.170269, -2.752043], [0.469479, -0.084946, -3.074006], [-0.333398, -1.014518, -3.718544], [-1.639648, -0.686291, -4.060999], [-2.140907, 0.571969, -3.756201], [-2.814933, -0.263448, 0.657863], [-3.454669, -0.346414, 1.889709], [-4.641821, -1.055418, 2.010981], [-5.195269, -1.685033, 0.904533], [-4.555465, -1.607247, -0.325389], [-3.367017, -0.902017, -0.447947], [1.575886, -4.453226, 0.670794], [-0.103037, -4.409561, 0.136490], [0.285685, -4.171767, 1.836836], [2.851824, -2.507120, 0.163796], [3.520156, -0.531717, 2.231491], [5.555587, -0.839685, 3.609418], [7.787583, -0.717755, 2.554729], [7.985594, -0.261627, 0.132168], [5.928656, 0.080103, -1.228740], [-1.314110, -2.076564, 0.872484], [-2.596854, 3.536657, 0.711294], [-3.567209, 2.109283, 1.032997], [-4.304585, 3.281083, -1.008319], [-3.773101, 1.648804, -1.404411], [0.586096, 1.861671, -2.197573], [1.487322, -0.321989, -2.791918], [0.057191, -1.997486, -3.952224], [-2.268476, -1.408284, -4.568771], [-3.155695, 0.833749, -4.031800], [-3.020146, 0.156163, 2.746622], [-5.136999, -1.113529, 2.972279], [-6.121473, -2.237873, 1.001098], [-4.980243, -2.100052, -1.191512], [-2.855071, -0.846402, -1.401941], [-1.747814, 3.438580, 3.913590], [-0.286469, 4.322974, 2.473614], [0.471389, 4.660410, 3.180360], [-0.838687, 5.206049, 2.147743]], "forces_ev_per_a": [[0.113, 0.018, -0.068], [-0.002, 0.011, -0.009], [0.001, -0.002, 0.010], [0.006, 0.030, -0.001], [-0.043, -0.036, 0.027], [0.022, -0.053, -0.067], [0.018, 0.021, 0.035], [-0.002, 0.042, 0.031], [0.000, -0.003, -0.018], [0.004, 0.000, 0.008], [0.002, 0.002, 0.001], [0.010, -0.008, 0.001], [-0.004, 0.008, -0.012], [0.073, 0.004, -0.018], [-0.060, 0.063, 0.124], [-0.042, -0.013, -0.004], [0.021, 0.003, -0.030], [-0.051, 0.148, 0.025], [-0.034, -0.121, -0.012], [0.029, -0.067, 0.031], [-0.026, 0.060, 0.019], [0.044, -0.038, 0.006], [-0.059, 0.059, -0.011], [0.035, -0.003, 0.014], [-0.016, 0.002, -0.014], [0.017, 0.000, -0.003], [-0.005, 0.004, 0.009], [0.018, -0.018, 0.009], [0.000, 0.004, -0.043], [0.025, 0.021, -0.004], [-0.003, 0.001, 0.002], [-0.001, -0.012, 0.001], [-0.006, -0.008, -0.003], [-0.045, -0.001, 0.030], [0.002, -0.007, -0.002], [-0.006, -0.010, 0.000], [-0.002, -0.007, 0.007], [0.004, -0.010, -0.003], [-0.008, -0.001, 0.003], [-0.002, 0.000, 0.001], [-0.001, -0.001, 0.000], [0.001, 0.000, -0.002], [-0.006, 0.002, -0.003], [0.002, -0.002, 0.008], [-0.005, 0.003, -0.003], [-0.002, -0.019, -0.003], [0.008, 0.001, -0.042], [0.011, -0.029, 0.036], [-0.027, 0.010, 0.000], [-0.003, -0.008, -0.003], [0.000, -0.004, 0.001], [-0.002, -0.001, -0.003], [-0.004, -0.001, -0.007], [-0.001, 0.007, -0.002], [0.002, 0.002, 0.003], [-0.004, 0.003, 0.000], [-0.002, -0.002, 0.002], [0.015, 0.001, -0.012], [0.014, 0.009, -0.065], [-0.034, -0.058, 0.055], [0.022, 0.012, -0.033], [-0.012, -0.008, 0.001]], "nbo_charge": [0.7402, -0.6114, -0.1426, -0.1064, -0.3057, 0.5721, -0.5456, -0.0816, -0.1855, -0.2262, -0.2051, -0.2296, -0.1801, 0.5162, -0.7995, -0.2356, -0.1357, 0.2980, -0.5017, -0.2740, -0.6229, 0.4391, -0.2474, -0.2467, -0.1519, -0.2235, -0.2390, -0.2589, -0.0954, -0.2027, -0.2175, -0.2163, -0.2363, -0.1581, 0.2035, 0.2051, 0.2050, 0.1921, 0.2324, 0.2093, 0.2043, 0.2055, 0.2289, 0.2061, 0.2145, 0.1979, 0.2205, 0.2190, 0.2591, 0.2285, 0.2037, 0.2030, 0.2120, 0.2345, 0.2088, 0.2030, 0.2064, 0.2217, -0.1589, -0.9986, 0.1764, 0.1736]}

=====

{"formula": "C30H26I2N6O2STi", "method": "the ωB97M-V functional and the def2-TZVPD basis", "max_force_ha_per_bohr": 0.024, "de_lowest_kcal_mol": 12.3, "total_energy_ha": -3480.8609, "s_squared": 0.75, "e_lumo_ev": [-2.53, -2.63], "multiplicity": 2, "charge": 1, "species": ["Ti", "O", "C", "N", "C", "C", "C", "C", "C", "C", "N", "C", "C", "C", "C", "C", "N", "H", "H", "H", "H", "H", "H", "H", "H", "H", "H", "I", "C", "C", "C", "I", "C", "O", "C", "C", "N", "C", "C", "C", "C", "C", "C", "N", "C", "H", "H", "H", "H", "H", "H", "H", "H", "H", "H", "H", "S", "C", "N", "C", "C", "C", "C", "H", "H", "H", "H", "H"], "xyz": [[-1.029710, 0.186372, -0.502039], [-4.925321, 1.145624, -1.332563], [-3.733361, 0.918474, -1.301648], [-3.004948, 0.354628, -0.303064], [-3.415986, 0.525328, 1.085838], [-2.294423, 1.265897, 1.818136], [-2.406670, 1.764576, 3.103735], [-1.332776, 2.433193, 3.667028], [-0.170134, 2.606522, 2.931072], [-0.114606, 2.088569, 1.653646], [-1.151655, 1.424548, 1.119899], [-2.816135, 1.413107, -2.422835], [-3.284614, 1.875550, -3.630596], [-2.402400, 2.531363, -4.481143], [-1.113605, 2.778488, -4.045503], [-0.723626, 2.304954, -2.801878], [-1.538948, 1.591091, -2.023315], [-3.603806, -0.433281, 1.581590], [-4.346588, 1.096463, 1.139403], [-3.332094, 1.635571, 3.649281], [-1.405031, 2.823013, 4.673850], [0.680954, 3.133322, 3.337938], [0.769803, 2.173104, 1.033273], [-4.330136, 1.738427, -3.870676], [-2.728642, 2.870791, -5.455081], [-0.410007, 3.335485, -4.647886], [0.263999, 2.506025, -2.407742], [2.658582, -0.896824, -6.872079], [2.068578, -0.588719, -4.905031], [2.654642, 0.422918, -4.160826], [2.230982, 0.646032, -2.856222], [3.091211, 2.180502, -1.740206], [1.223221, -0.129506, -2.294027], [0.716663, 0.133944, -1.082136], [0.683841, -1.193208, -3.030605], [-0.253527, -2.164544, -2.356827], [-1.511228, -1.556517, -1.838100], [-2.266955, -2.508911, -1.003105], [-1.713327, -2.572706, 0.402867], [-1.957265, -3.667941, 1.213328], [-1.433846, -3.683836, 2.493848], [-0.664302, -2.613792, 2.923481], [-0.467758, -1.555428, 2.061110], [-0.988394, -1.524500, 0.825127], [1.097007, -1.402840, -4.336910], [3.432457, 1.040280, -4.587693], [0.254778, -2.596768, -1.491115], [-0.489583, -2.977098, -3.048320], [-2.094851, -1.301196, -2.630094], [-2.262749, -3.511669, -1.440038], [-3.300330, -2.163390, -0.955664], [-2.546385, -4.493782, 0.837778], [-1.612637, -4.529792, 3.144517], [-0.222188, -2.591379, 3.908892], [0.139400, -0.706373, 2.345827], [0.666248, -2.214275, -4.910195], [2.712065, -0.320819, 1.391309], [3.818097, -0.070267, 2.629935], [4.552269, -1.111789, 3.124023], [5.448450, -1.034653, 4.142228], [5.686830, 0.150055, 4.752672], [4.988789, 1.285104, 4.275034], [4.096438, 1.182609, 3.251953], [4.388459, -1.999813, 2.668994], [5.935137, -1.959251, 4.415211], [6.393325, 0.214760, 5.564874], [5.171677, 2.250308, 4.729766], [3.576624, 2.047866, 2.867686]], "forces_ev_per_a": [[0.563, -0.692, -0.333], [-0.064, 0.038, 0.005], [0.177, -0.095, 0.082], [-0.749, 0.229, 0.192], [-0.006, 0.145, -0.245], [-0.085, 0.073, -0.174], [-0.126, -0.029, 0.024], [-0.019, 0.001, 0.053], [0.049, 0.044, -0.045], [-0.116, -0.010, 0.099], [-0.166, 0.558, 1.104], [-0.095, 0.284, 0.489], [-0.125, -0.074, -0.107], [-0.053, -0.033, -0.003], [0.055, 0.031, 0.056], [0.004, -0.090, -0.074], [-0.315, 0.378, -0.794], [0.035, -0.003, 0.041], [0.006, 0.020, 0.062], [0.005, -0.005, 0.005], [-0.008, 0.015, -0.009], [-0.004, 0.000, -0.004], [0.033, -0.052, 0.016], [0.009, -0.014, -0.011], [-0.016, 0.035, 0.019], [-0.003, 0.002, 0.001], [0.033, -0.093, -0.056], [0.035, -0.024, -0.114], [-0.018, 0.026, 0.098], [-0.039, -0.039, 0.054], [0.086, 0.057, -0.107], [-0.018, 0.005, -0.031], [-0.149, 0.058, 0.292], [0.978, -0.112, -0.665], [-0.030, -0.143, -0.101], [-0.029, 0.093, 0.026], [0.250, -0.172, -0.094], [0.023, 0.044, -0.027], [0.105, 0.006, -0.183], [-0.003, -0.015, -0.022], [0.017, -0.043, 0.047], [-0.011, 0.005, -0.001], [-0.028, 0.036, -0.045], [-0.246, -0.468, 0.359], [0.018, 0.004, 0.020], [-0.004, 0.006, -0.011], [0.019, -0.015, 0.001], [-0.002, -0.038, 0.022], [0.020, 0.075, 0.009], [-0.014, -0.016, 0.006], [-0.018, -0.006, 0.010], [0.010, -0.007, 0.004], [-0.004, 0.008, 0.002], [0.004, -0.015, -0.002], [-0.006, 0.033, 0.003], [0.019, -0.011, -0.004], [0.115, 0.031, 0.143], [-0.021, 0.056, 0.007], [-0.021, -0.086, -0.045], [-0.015, -0.018, -0.033], [-0.021, 0.034, -0.010], [0.030, 0.008, 0.039], [-0.048, -0.013, -0.063], [-0.002, -0.008, 0.025], [0.004, -0.003, -0.013], [0.006, 0.007, -0.004], [0.009, 0.001, -0.008], [-0.020, -0.008, 0.025]], "lowdin_spin": [0.8859, 0.0022, 0.0008, -0.0071, 0.0016, 0.0191, -0.0036, 0.0220, -0.0031, 0.0199, 0.0009, 0.0139, -0.0022, 0.0153, -0.0023, 0.0144, 0.0022, 0.0006, 0.0005, -0.0006, 0.0013, -0.0007, 0.0005, -0.0004, 0.0009, -0.0004, 0.0007, -0.0001, -0.0004, 0.0004, -0.0005, 0.0000, 0.0001, -0.0086, -0.0003, 0.0004, 0.0060, 0.0020, 0.0023, -0.0003, 0.0010, 0.0001, 0.0041, 0.0075, 0.0003, 0.0000, 0.0000, -0.0001, 0.0026, 0.0001, 0.0002, 0.0000, 0.0001, 0.0000, 0.0004, 0.0000, 0.0003, 0.0001, 0.0000, 0.0000, 0.0000, 0.0000, 0.0000, 0.0000, 0.0000, 0.0000, 0.0000, 0.0000]}

=====

{"formula": "C30H26MoN2Se", "method": "the ωB97M-V functional and the def2-TZVPD basis", "max_force_ha_per_bohr": 0.043, "de_lowest_kcal_mol": 22.9, "total_energy_ha": -3737.8042, "e_lumo_ev": [-0.50, -0.50], "multiplicity": 1, "charge": 0, "species": ["Mo", "C", "C", "C", "C", "C", "C", "H", "H", "H", "H", "H", "H", "C", "N", "C", "Se", "N", "C", "C", "C", "C", "C", "C", "H", "H", "H", "H", "H", "H", "H", "H", "C", "C", "C", "C", "C", "C", "C", "C", "C", "C", "C", "C", "C", "C", "C", "H", "H", "H", "H", "H", "H", "H", "H", "H", "H", "C", "H", "H"], "xyz": [[2.490504, -1.657461, 1.511630], [3.984994, -3.184993, 2.535224], [4.140017, -1.941661, 3.127568], [4.403723, -0.782396, 2.321830], [4.787632, -0.968532, 0.950420], [4.597623, -2.183265, 0.341234], [3.989552, -3.249526, 1.112577], [3.723434, -4.052154, 3.124313], [4.015859, -1.820741, 4.193985], [4.536030, 0.176698, 2.795536], [5.147671, -0.120137, 0.384752], [4.802237, -2.312517, -0.711333], [3.800757, -4.196300, 0.625858], [-1.535678, -4.229201, -1.851438], [-1.551038, -3.044935, -1.020503], [-0.533457, -2.600299, -0.250966], [1.150202, -3.353327, -0.078051], [-0.933255, -1.476137, 0.349689], [-2.212202, -1.138017, -0.065929], [-3.026063, -0.051474, 0.213893], [-4.267194, -0.030440, -0.402285], [-4.674630, -1.052481, -1.264241], [-3.854650, -2.132304, -1.548980], [-2.612643, -2.150787, -0.934293], [-0.603488, -4.760337, -1.681108], [-1.604991, -3.951696, -2.903344], [-2.372523, -4.875919, -1.589080], [-0.284259, -0.947166, 0.930924], [-2.698587, 0.743309, 0.869709], [-4.935366, 0.799760, -0.216427], [-5.651199, -0.995184, -1.726012], [-4.167798, -2.915359, -2.226355], [1.647879, -0.065999, 0.694433], [0.997534, 0.893795, 0.211326], [0.265591, 1.934793, -0.263847], [-0.020112, 2.011346, -1.713728], [0.913564, 1.529671, -2.634917], [0.637510, 1.530269, -3.991931], [-0.580905, 2.007062, -4.458704], [-1.520722, 2.480033, -3.553295], [-1.243386, 2.484688, -2.195050], [-0.310439, 2.921662, 0.669869], [-0.559255, 2.575252, 2.001561], [-1.079587, 3.497343, 2.892790], [-1.360206, 4.792708, 2.475917], [-1.105936, 5.154693, 1.160148], [-0.587676, 4.230626, 0.265816], [1.858242, 1.148738, -2.267339], [1.377263, 1.158103, -4.689615], [-0.796219, 2.008520, -5.519506], [-2.478503, 2.843036, -3.904663], [-1.990821, 2.842288, -1.497239], [-0.321353, 1.571147, 2.333555], [-1.264494, 3.204973, 3.918851], [-1.768129, 5.514096, 3.171995], [-1.306327, 6.165259, 0.827117], [-0.381049, 4.529897, -0.753791], [1.216362, -1.522975, 2.957046], [1.237983, -2.240715, 3.785184], [0.471977, -0.745330, 3.159223]], "forces_ev_per_a": [[-0.822, 0.362, -0.396], [0.047, -0.013, 0.014], [-0.088, 0.164, 0.035], [0.124, 0.037, -0.041], [0.003, 0.024, 0.022], [-0.050, 0.059, 0.022], [0.223, -0.158, -0.062], [-0.008, 0.001, 0.003], [-0.010, -0.015, 0.004], [-0.064, 0.018, -0.030], [-0.003, -0.015, -0.021], [-0.014, -0.029, 0.000], [-0.011, -0.013, 0.024], [0.002, -0.004, -0.003], [-0.049, -0.092, -0.061], [0.122, 0.086, -0.023], [-0.002, 0.114, -0.052], [-0.174, 0.016, 0.035], [0.097, 0.020, 0.035], [0.006, -0.063, -0.023], [0.021, 0.023, 0.021], [-0.030, 0.005, -0.006], [0.019, -0.036, -0.019], [-0.017, 0.066, 0.010], [-0.003, 0.005, -0.003], [-0.001, 0.004, 0.000], [0.000, 0.001, 0.000], [0.045, -0.015, -0.039], [0.014, 0.036, 0.026], [0.005, 0.000, 0.002], [0.003, -0.001, 0.002], [0.003, 0.001, 0.003], [0.817, -1.471, 0.796], [-0.738, 1.928, -0.736], [0.375, -1.032, 0.283], [0.051, -0.052, -0.067], [-0.033, 0.015, -0.019], [-0.007, 0.000, 0.008], [-0.006, 0.001, 0.005], [0.015, -0.013, -0.015], [-0.002, -0.009, 0.006], [-0.011, 0.032, 0.085], [0.006, 0.012, 0.001], [-0.001, 0.033, 0.004], [0.008, -0.002, -0.015], [0.002, -0.011, 0.029], [-0.005, 0.001, 0.031], [0.001, 0.004, 0.005], [-0.002, 0.002, -0.001], [-0.001, 0.001, 0.000], [0.000, -0.003, -0.004], [0.014, -0.023, -0.023], [-0.011, 0.000, -0.012], [-0.005, 0.003, -0.001], [-0.001, 0.002, -0.003], [0.000, 0.002, 0.005], [0.007, 0.001, 0.024], [0.156, -0.014, 0.102], [0.045, 0.041, 0.054], [-0.060, -0.034, -0.021]], "nbo_charge": [0.1001, -0.2562, -0.1670, -0.3597, -0.1486, -0.2705, -0.2933, 0.2441, 0.2456, 0.2532, 0.2410, 0.2417, 0.2448, -0.4103, -0.3608, 0.3087, -0.0244, -0.5560, 0.1836, -0.2308, -0.2092, -0.2102, -0.2276, 0.1039, 0.2455, 0.2128, 0.2111, 0.4881, 0.2392, 0.2206, 0.2185, 0.2227, -0.1008, -0.1168, -0.1076, -0.0636, -0.1838, -0.2117, -0.2203, -0.2319, -0.1530, -0.0639, -0.2092, -0.1977, -0.2238, -0.2288, -0.1510, 0.2233, 0.2110, 0.2102, 0.2099, 0.2084, 0.2203, 0.2111, 0.2114, 0.2111, 0.2114, -0.4833, 0.1607, 0.1578]}